1.
Computed, not measured: a 6-piece molecular cluster, C3H15NO4 overall in a non-equilibrium geometry, with ωB97M-V/def2-TZVPD.

Last column: Mulliken charge in e.
Positions of all 23 atoms, in Å:
N1 -1.13 0.03 -2.58  -0.71
C1 2.80 -0.20 -0.06  -0.35
C2 1.56 -0.55 2.08  -0.36
C3 1.72 -0.61 0.71  0.03
H1 -1.42 -0.02 -3.54  0.20
H2 -0.46 0.76 -2.39  0.23
H3 3.60 0.30 0.48  0.31
H4 3.09 -0.76 -0.95  0.31
H5 1.10 -1.39 2.60  0.29
H6 2.25 0.02 2.72  0.32
H7 0.95 -1.17 0.18  0.34
H8 -1.94 0.35 1.08  0.37
H9 -1.18 1.22 2.15  0.28
O1 -1.04 0.73 1.33  -0.57
H10 1.57 1.26 -0.60  0.31
H11 0.39 1.61 0.33  0.36
O2 0.86 1.90 -0.48  -0.59
H12 -1.80 -1.29 0.05  0.26
H13 -1.01 -1.10 -1.23  0.53
O3 -0.98 -1.61 -0.37  -0.69
H14 -3.96 0.32 0.37  0.32
H15 -1.91 0.15 -1.95  0.23
O4 -3.05 0.07 0.09  -0.44

Properties
Molecular weight, g mol⁻¹: 129.16
Total charge: +1
Calculated total energy, a.u.: -478.52977
Orbital gap (spin up / spin down), eV: 5.79 / 5.73
E_HOMO (spin up / spin down), eV: -13.2429 / -13.2332
Multiplicity: 2

2.
Computed, not measured: a 2-piece molecular cluster, C3H15NSi3 overall in a non-equilibrium geometry, with ωB97M-V/def2-TZVPD.

Last column: Mulliken charge in e.
Positions of all 22 atoms, in Å:
C1 -1.81 0.86 1.36  -1.00
C2 -1.55 1.48 0.06  -0.31
C3 -1.39 0.47 -1.07  -0.96
N1 1.33 0.20 -0.88  -0.45
Si1 4.22 1.93 1.21  0.13
Si2 -0.05 -2.44 0.82  0.47
Si3 -0.07 -0.90 -0.94  -0.14
H1 -0.87 0.55 1.79  0.26
H2 -2.37 1.50 2.15  0.30
H3 -2.48 -0.08 1.38  0.23
H4 -2.30 2.19 -0.33  0.31
H5 -0.65 2.13 0.10  0.26
H6 -0.89 0.94 -1.90  0.35
H7 -2.27 0.15 -1.47  0.62
H8 1.36 0.96 -0.31  0.25
H9 2.18 -0.35 -1.14  0.24
H10 5.49 2.56 0.74  -0.03
H11 3.42 1.20 0.14  -0.06
H12 3.97 1.40 2.51  -0.04
H13 1.29 -2.27 1.51  -0.12
H14 -1.10 -2.29 1.81  -0.15
H15 -0.22 -3.86 0.41  -0.16

Properties
Molecular weight, g mol⁻¹: 149.42
Total charge: 0
Calculated total energy, a.u.: -1046.34729
Orbital gap (spin up / spin down), eV: 6.62 / 6.87
E_HOMO (spin up / spin down), eV: -7.2827 / -7.6031

3.
Computed, not measured: a 3-piece molecular cluster, C3H16N2O2 overall in a non-equilibrium geometry, with ωB97M-V/def2-TZVPD.

Last column: Mulliken charge in e.
Positions of all 23 atoms, in Å:
C1 0.45 -0.97 0.53  -1.35
C2 -1.01 -0.68 0.30  -0.64
C3 -1.45 -1.04 -1.13  -0.85
N1 -2.02 0.17 -1.85  -0.72
N2 1.00 -0.57 1.87  -0.17
H1 1.11 -0.46 -0.20  0.43
H2 0.56 -2.06 0.55  0.32
H3 -1.20 0.37 0.51  0.35
H4 -1.70 -1.22 0.98  0.36
H5 -0.61 -1.36 -1.73  0.44
H6 -2.22 -1.82 -1.16  0.44
H7 -3.03 0.01 -1.99  0.53
H8 -1.95 0.99 -1.24  0.30
H9 -1.51 0.37 -2.73  0.52
H10 0.40 -0.91 2.63  0.35
H11 1.10 0.44 2.00  0.45
H12 1.94 -0.93 2.02  0.43
H13 3.93 0.47 1.61  0.35
H14 3.44 0.94 3.01  0.31
O1 3.19 0.46 2.22  -0.73
H15 -0.45 3.34 -2.08  0.32
H16 0.45 2.07 -2.22  0.37
O2 -0.41 2.40 -1.90  -0.80

Properties
Molecular weight, g mol⁻¹: 112.17
Total charge: +1
Calculated total energy, a.u.: -383.51849
Orbital gap (spin up / spin down), eV: 3.00 / 11.63
E_HOMO (spin up / spin down), eV: -5.9734 / -14.6369
Multiplicity: 2

4.
Computed, not measured: a 3-piece molecular cluster, C3H16N2O2 overall in a non-equilibrium geometry, with ωB97M-V/def2-TZVPD.

Last column: Mulliken charge in e.
Positions of all 23 atoms, in Å:
C1 -0.76 1.45 0.40  -0.54
C2 0.50 0.61 0.65  -0.78
C3 1.06 -0.42 -0.36  -0.46
N1 0.93 -1.86 0.11  -0.32
N2 -0.62 2.24 -0.89  -0.30
H1 -0.79 2.20 1.20  0.38
H2 -1.74 0.97 0.41  0.30
H3 0.48 0.02 1.58  0.47
H4 1.28 1.36 0.82  0.38
H5 0.54 -0.46 -1.32  0.44
H6 2.11 -0.19 -0.54  0.31
H7 -0.03 -2.10 0.34  0.33
H8 1.28 -2.50 -0.62  0.39
H9 1.55 -2.08 0.89  0.33
H10 -1.50 2.68 -1.16  0.39
H11 -0.47 1.56 -1.63  0.29
H12 0.14 2.92 -0.93  0.37
H13 -2.48 1.05 -3.28  0.31
H14 -3.48 1.49 -2.24  0.31
O1 -2.54 1.30 -2.35  -0.61
H15 0.83 -3.80 3.15  0.33
H16 2.23 -3.10 3.18  0.34
O2 1.49 -3.34 2.61  -0.66

Properties
Molecular weight, g mol⁻¹: 112.17
Total charge: +2
Calculated total energy, a.u.: -383.29453
Orbital gap, eV: 11.76
E_HOMO, eV: -18.2936

5.
Computed, not measured: a 4-piece molecular cluster, C3H16N2O3 overall in a non-equilibrium geometry, with ωB97M-V/def2-TZVPD.

Last column: Mulliken charge in e.
Positions of all 24 atoms, in Å:
N1 1.10 0.39 1.77  -0.57
C1 1.21 1.33 0.59  -0.47
C2 0.19 0.93 -0.41  0.16
C3 0.42 1.50 -1.86  -0.73
N2 1.07 0.50 -2.69  -0.49
H1 1.82 0.56 2.47  0.24
H2 1.28 -0.55 1.41  0.22
H3 1.03 2.30 1.05  0.30
H4 2.22 1.24 0.16  0.35
H5 -0.84 1.20 -0.15  0.31
H6 0.17 -0.16 -0.49  -0.42
H7 -0.59 1.73 -2.19  0.33
H8 0.98 2.43 -1.73  0.32
H9 1.93 0.80 -3.10  0.21
H10 0.51 0.14 -3.44  0.19
O1 -1.91 0.34 1.95  -0.71
H11 -0.94 0.24 1.96  0.40
H12 -2.08 1.01 2.60  0.29
O2 0.92 -2.28 0.04  -0.73
H13 -0.05 -2.37 -0.07  0.36
H14 1.14 -1.49 -0.47  0.45
O3 -2.44 -2.19 0.30  -0.66
H15 -2.43 -1.39 0.87  0.35
H16 -2.68 -1.84 -0.58  0.32

Properties
Molecular weight, g mol⁻¹: 128.17
Total charge: 0
SMILES: NCCCN.O.O.O
Calculated total energy, a.u.: -459.11648
Orbital gap, eV: 10.28
E_HOMO, eV: -9.5180

6.
Computed, not measured: a 6-piece molecular cluster, C3H16NO7S overall in a non-equilibrium geometry, with ωB97M-V/def2-TZVPD.

Last column: Mulliken charge in e.
Positions of all 28 atoms, in Å:
C1 -1.23 1.74 -0.76  -0.70
C2 -1.43 1.86 0.77  -0.97
S1 0.03 2.10 1.83  0.06
N1 -0.20 0.73 -1.01  -0.24
C3 -0.36 -0.66 -1.06  0.47
O1 -1.50 -1.14 -1.25  -0.84
O2 0.69 -1.36 -0.90  -1.01
H1 -2.11 1.35 -1.27  0.44
H2 -0.98 2.76 -1.11  0.40
H3 -2.03 2.74 1.02  0.32
H4 -1.98 0.98 1.09  -0.08
H5 1.11 1.57 1.17  -0.18
H6 0.70 1.06 -0.72  0.26
H7 1.69 -2.84 -2.41  0.31
H8 1.56 -1.38 -2.48  0.41
O3 1.89 -2.14 -3.03  -0.70
H9 2.99 1.58 1.67  0.28
H10 2.93 0.24 0.81  0.49
O4 2.71 1.20 0.82  -0.79
H11 -3.11 -0.49 -1.15  0.43
H12 -3.65 -0.09 0.23  0.29
O5 -3.93 -0.19 -0.68  -0.69
H13 -1.59 -1.73 2.54  0.33
H14 -0.13 -1.59 2.93  0.34
O6 -0.98 -1.94 3.24  -0.75
H15 2.13 -1.42 -0.12  0.58
H16 3.70 -1.60 -0.43  0.26
O7 3.06 -1.37 0.24  -0.71

Properties
Molecular weight, g mol⁻¹: 210.23
Total charge: -2
Calculated total energy, a.u.: -1103.53576
Orbital gap (spin up / spin down), eV: 2.60 / 7.97
E_HOMO (spin up / spin down), eV: 2.4875 / -2.8736
Multiplicity: 2

7.
Computed, not measured: a 5-piece molecular cluster, C3H17Br2N3O3 overall in a non-equilibrium geometry, with ωB97M-V/def2-TZVPD.

Last column: Mulliken charge in e.
Positions of all 28 atoms, in Å:
N1 2.01 -2.24 0.80  -0.73
H1 2.21 -2.90 0.07  0.69
H2 1.58 -1.49 0.27  -0.34
H3 2.91 -1.91 1.12  0.49
H4 1.48 -2.61 1.58  0.45
N2 -0.71 -2.55 -2.18  -0.93
H5 -0.78 -2.43 -3.18  0.45
H6 -0.52 -1.75 -1.58  0.22
H7 0.05 -3.20 -2.03  0.56
H8 -1.61 -2.97 -2.01  0.38
N3 3.65 0.55 -2.01  -1.03
H9 3.03 0.76 -1.24  0.32
H10 3.38 -0.35 -2.39  0.60
H11 4.62 0.49 -1.74  0.44
H12 3.56 1.19 -2.79  0.38
O1 -0.38 1.52 -0.15  -0.38
C1 0.39 0.43 -0.26  0.54
O2 1.58 0.61 -0.13  -0.76
O3 -0.07 -0.71 -0.33  -0.65
H13 0.26 2.23 -0.28  0.30
Br1 -4.53 1.86 0.44  -0.15
C2 -3.85 2.70 2.01  -0.47
C3 -2.80 1.76 2.53  -0.52
Br2 -2.15 2.28 4.37  -0.17
H14 -4.56 2.68 2.84  0.38
H15 -3.51 3.70 1.75  0.35
H16 -1.96 1.58 1.86  0.17
H17 -3.27 0.79 2.68  0.40

Properties
Molecular weight, g mol⁻¹: 302.99
Total charge: +1
Calculated total energy, a.u.: -5662.20265
Orbital gap (spin up / spin down), eV: 3.94 / 8.66
E_HOMO (spin up / spin down), eV: -6.9530 / -11.9520
Multiplicity: 2

8.
Computed, not measured: a 5-piece molecular cluster, C3H17NO4 overall in a non-equilibrium geometry, with ωB97M-V/def2-TZVPD.

Last column: Mulliken charge in e.
Positions of all 25 atoms, in Å:
C1 -0.67 3.48 -0.61  -1.26
C2 -0.01 2.19 -1.12  -0.28
C3 -1.13 1.14 -1.25  -0.47
N1 -0.54 -0.21 -1.36  -0.61
H1 -0.81 3.50 0.47  0.34
H2 -1.62 3.64 -1.11  0.32
H3 -0.09 4.36 -0.91  0.35
H4 0.34 2.31 -2.11  0.26
H5 0.69 1.81 -0.38  0.34
H6 -1.70 1.28 -2.17  0.33
H7 -1.78 1.19 -0.38  0.26
H8 -1.08 -0.90 -0.86  0.27
H9 0.34 -0.21 -0.87  0.15
O1 -3.78 -1.42 1.49  -0.63
H10 -4.10 -0.53 1.33  0.31
H11 -4.09 -2.04 0.82  0.31
O2 0.19 -1.27 1.88  -0.65
H12 -0.31 -2.08 1.70  0.31
H13 0.79 -1.47 2.60  0.33
O3 2.92 -1.96 -1.66  -0.64
H14 2.23 -1.70 -1.04  0.32
H15 2.66 -1.43 -2.43  0.33
O4 2.81 -0.91 1.97  -0.63
H16 3.71 -1.19 1.80  0.31
H17 2.35 -1.13 1.15  0.33

Properties
Molecular weight, g mol⁻¹: 131.17
Total charge: 0
SMILES: CCCN.O.O.O.O
Calculated total energy, a.u.: -480.18093
Orbital gap, eV: 9.83
E_HOMO, eV: -9.3244

9.
Computed, not measured: a 5-piece molecular cluster, C3H17NO4 overall in a non-equilibrium geometry, with ωB97M-V/def2-TZVPD.

Last column: Mulliken charge in e.
Positions of all 25 atoms, in Å:
C1 -0.15 -1.93 1.34  -1.34
C2 -0.85 -0.49 1.53  0.95
C3 -2.18 -0.37 0.77  -1.42
N1 -0.93 -0.23 2.89  -0.19
H1 -0.21 -2.52 2.26  0.42
H2 -0.72 -2.47 0.60  0.34
H3 0.92 -1.81 1.21  0.39
H4 -0.12 0.09 0.95  0.09
H5 -2.98 -0.42 1.52  0.39
H6 -2.47 0.62 0.41  0.38
H7 -2.37 -1.18 0.09  0.34
H8 -0.22 -0.66 3.50  0.32
H9 -1.86 -0.31 3.28  0.29
H10 2.87 1.34 -0.54  0.34
H11 2.20 2.08 0.52  0.27
O1 3.09 1.78 0.30  -0.62
H12 -1.21 1.74 -0.26  0.30
H13 -0.75 2.89 -1.20  0.34
O2 -1.02 1.97 -1.16  -0.64
H14 2.40 -1.57 -3.39  0.32
H15 1.07 -2.17 -2.95  0.29
O3 1.48 -1.33 -3.21  -0.61
H16 0.70 1.80 -2.36  0.32
H17 1.77 1.18 -3.29  0.33
O4 1.54 1.97 -2.79  -0.61

Properties
Molecular weight, g mol⁻¹: 131.17
Total charge: +1
Calculated total energy, a.u.: -479.84360
Orbital gap (spin up / spin down), eV: 10.04 / 4.81
E_HOMO (spin up / spin down), eV: -13.5617 / -13.5615
Multiplicity: 2

10.
Computed, not measured: a 7-piece molecular cluster, C3H17NO8 overall in a non-equilibrium geometry, with ωB97M-V/def2-TZVPD.

Last column: Mulliken charge in e.
Positions of all 29 atoms, in Å:
C1 -0.62 2.69 0.05  -0.99
C2 -0.84 1.39 0.74  0.68
O1 -1.94 1.24 1.16  -0.65
N1 0.29 0.51 0.95  0.23
C3 1.68 0.88 0.70  -0.08
O2 2.63 0.17 1.16  -0.59
H1 0.40 2.77 -0.28  0.26
H2 -1.42 2.86 -0.67  0.30
H3 -0.83 3.45 0.78  0.34
H4 0.18 -0.20 1.66  0.24
H5 1.86 1.78 0.16  0.37
O3 -1.45 -0.51 3.06  -0.73
H6 -1.90 0.23 2.66  0.30
H7 -0.82 -0.34 3.80  0.31
O4 3.13 -0.64 -1.41  -0.60
H8 2.18 -0.67 -1.41  0.27
H9 3.60 -0.20 -0.73  0.32
O5 -0.89 -2.51 1.44  -0.60
H10 -0.11 -3.04 1.67  0.29
H11 -1.09 -1.97 2.19  0.33
O6 -1.36 -0.29 -2.72  -0.64
H12 -1.37 -1.32 -2.69  0.45
H13 -1.77 0.04 -1.92  0.23
O7 1.20 0.94 -2.78  -0.47
H14 1.09 0.08 -2.61  0.24
H15 1.73 1.06 -3.55  0.26
O8 -1.61 -2.49 -1.47  -0.65
H16 -1.74 -1.96 -0.74  0.29
H17 -1.01 -3.18 -1.47  0.29

Properties
Molecular weight, g mol⁻¹: 195.17
Total charge: 0
SMILES: CC(=O)NC=O.O.O.O.O.O.O
Calculated total energy, a.u.: -781.13404
Orbital gap, eV: 10.67
E_HOMO, eV: -10.4774

11.
Computed, not measured: a 6-piece molecular cluster, C3H18N2O7 overall in a non-equilibrium geometry, with ωB97M-V/def2-TZVPD.

Last column: Mulliken charge in e.
Positions of all 30 atoms, in Å:
C1 0.17 -0.73 -2.20  -0.50
C2 1.64 -0.36 -2.17  -0.45
O1 1.92 0.97 -2.68  -0.49
N1 -0.47 0.05 -1.07  0.36
C3 -1.72 -0.31 -0.65  0.22
N2 -2.04 -1.69 -0.90  -0.24
O2 -2.58 0.43 -0.12  -0.54
H1 -0.31 -0.21 -3.17  0.36
H2 0.01 -1.76 -2.24  0.50
H3 2.21 -0.39 -1.23  0.34
H4 2.20 -1.06 -2.80  0.39
H5 1.58 1.59 -1.94  0.29
H6 -0.16 0.99 -0.83  0.20
H7 -1.46 -2.48 -1.01  0.22
H8 -2.96 -1.93 -0.64  0.26
H9 0.00 1.70 2.51  0.38
H10 0.56 2.96 2.82  0.39
O3 0.88 2.13 2.28  -0.74
H11 0.74 -1.56 -0.03  0.24
H12 0.28 -2.32 1.26  0.43
O4 0.72 -2.48 0.37  -0.60
H13 0.79 -1.00 3.23  0.23
H14 1.29 -2.29 3.04  0.32
O5 0.48 -1.73 3.01  -0.59
H15 1.10 2.46 0.61  0.30
H16 1.29 3.35 -0.53  0.36
O6 1.63 2.56 -0.14  -0.64
H17 -1.25 -0.25 2.52  0.33
H18 -2.10 0.91 1.73  0.33
O7 -1.40 0.78 2.35  -0.66

Properties
Molecular weight, g mol⁻¹: 194.18
Total charge: +1
Calculated total energy, a.u.: -760.90081
Orbital gap (spin up / spin down), eV: 11.38 / 5.30
E_HOMO (spin up / spin down), eV: -14.6902 / -14.6464
Multiplicity: 2

Question: Which of these has the highest total charge?
Answer: number 4

Question: Which of these has the highest molecular weight?
Answer: C3H17Br2N3O3

Question: Among the records above, which one has the highest calculated total energy?
Answer: number 4